Record 1
Here is a structure of composition C26H71N6O7Pd from OMol25. Energies are from ωB97M-V with the def2-TZVPD basis set.

Element x y z (Å)
Pd 16.218 17.230 0.656
C 16.993 15.571 -3.649
C 16.388 15.234 -2.302
O 16.768 16.089 -1.254
H 18.081 15.561 -3.594
H 16.782 16.585 -3.989
H 16.786 14.828 -4.418
H 16.716 14.202 -2.175
H 15.312 15.062 -2.328
C 17.475 10.672 -6.813
C 17.020 11.355 -5.413
C 16.162 10.504 -4.585
O 15.190 9.806 -5.429
C 13.899 10.349 -5.418
N 18.041 11.983 -4.657
H 18.557 10.784 -6.884
H 17.038 11.307 -7.583
H 17.071 9.667 -6.930
H 16.407 12.210 -5.694
H 15.717 10.860 -3.656
H 16.872 9.717 -4.331
H 13.357 9.898 -4.587
H 13.335 10.203 -6.339
H 13.919 11.419 -5.207
H 18.753 11.277 -4.539
H 18.435 12.796 -5.108
C 12.698 11.851 -0.700
C 13.403 12.141 0.609
C 14.307 10.903 1.001
O 14.898 11.191 2.265
C 15.583 10.125 2.885
N 14.275 13.289 0.360
H 13.332 11.627 -1.558
H 12.235 12.722 -1.164
H 11.920 11.114 -0.505
H 12.678 12.251 1.416
H 15.138 10.840 0.299
H 13.716 9.996 1.125
H 15.091 9.174 2.680
H 15.533 10.208 3.971
H 16.641 9.983 2.665
H 14.812 13.334 1.214
H 14.906 12.936 -0.345
C 14.034 17.895 -10.207
C 13.203 18.044 -8.954
C 13.880 17.398 -7.775
O 14.109 15.993 -8.062
C 15.017 15.371 -7.161
N 12.887 19.491 -8.768
H 15.100 17.886 -9.981
H 13.753 18.690 -10.898
H 14.036 16.957 -10.761
H 12.219 17.601 -9.102
H 13.387 17.665 -6.840
H 14.757 18.020 -7.593
H 15.003 14.321 -7.453
H 14.489 15.479 -6.214
H 15.984 15.874 -7.167
H 12.112 19.761 -9.357
H 12.583 19.735 -7.836
C 11.728 16.607 -0.602
C 13.277 16.915 -0.561
C 13.447 18.458 -0.667
O 14.860 18.833 -0.702
C 15.259 19.984 -1.403
N 13.945 16.334 0.578
H 11.213 16.913 0.309
H 11.551 15.543 -0.762
H 11.148 17.123 -1.368
H 13.743 16.375 -1.385
H 12.890 19.017 0.085
H 13.108 18.725 -1.668
H 14.593 20.814 -1.169
H 15.271 19.885 -2.488
H 16.189 20.292 -0.924
H 13.191 16.191 1.233
H 13.964 15.335 0.432
C 18.051 20.115 -3.747
C 19.556 20.148 -3.619
C 20.132 21.498 -3.925
O 19.779 22.520 -2.986
C 20.561 23.710 -3.214
N 19.985 19.847 -2.298
H 17.600 20.998 -3.295
H 17.536 19.257 -3.315
H 17.743 20.220 -4.788
H 20.034 19.488 -4.343
H 19.995 21.916 -4.922
H 21.208 21.406 -3.775
H 21.616 23.527 -3.010
H 20.186 24.485 -2.545
H 20.521 24.069 -4.243
H 19.920 20.790 -1.941
H 19.247 19.361 -1.807
C 19.075 12.886 -0.180
C 20.042 14.127 -0.260
C 20.283 14.294 -1.761
O 20.562 15.684 -2.214
C 20.780 15.971 -3.554
N 19.461 15.300 0.238
H 19.124 12.284 0.727
H 19.218 12.188 -1.005
H 18.089 13.300 -0.390
H 20.978 13.904 0.252
H 19.445 13.942 -2.362
H 21.232 13.844 -2.052
H 20.694 17.054 -3.651
H 20.038 15.472 -4.178
H 21.742 15.668 -3.965
H 18.883 15.657 -0.509
H 18.748 15.031 0.902

Forces on atoms 1 to 2 (eV/Å):
-0.69 -0.67 -1.29
0.61 0.86 -0.21

Properties
M = 686.309 Da
2S+1 = 4
orbital gap (alpha / beta) = 5.69 / 6.86 eV
energy above the lowest of the compared OMol25 structures with the same formula, charge and spin = 0.5062 eV

Record 2
Here is a structure of composition C8H26F2NO18P2S3Ti from OMol25. Energies are from ωB97M-V with the def2-TZVPD basis set.

Element x y z (Å)
Ti -0.132 -0.438 -0.432
N 0.635 -2.249 0.814
S 1.031 -3.755 0.508
O 0.005 -4.701 0.121
O 2.166 -4.291 1.223
F 1.707 -3.401 -0.946
S -0.209 -2.729 2.196
O 0.561 -2.990 3.399
O -1.537 -3.301 2.043
F -0.614 -1.169 2.542
S 0.845 2.676 -1.675
O 1.789 3.207 -0.658
O -0.008 3.870 -1.891
O 1.499 2.182 -2.896
O 0.012 1.566 -1.059
C 3.878 -1.166 1.119
O 2.680 -0.419 1.202
H 4.702 -0.514 0.829
H 4.115 -1.650 2.074
H 3.792 -2.006 0.424
H 1.969 -1.067 1.031
C -3.088 -0.921 -0.118
O -2.194 0.127 0.277
H -2.593 -1.651 -0.759
H -3.343 -1.522 0.759
H -3.990 -0.526 -0.586
H -2.553 0.626 1.014
C 1.196 6.065 4.473
O 1.384 4.714 4.053
P 0.271 4.196 3.008
O 0.440 4.741 1.678
O 0.315 2.630 3.160
C 0.399 1.743 2.036
O -1.169 4.617 3.620
C -1.518 4.199 4.943
H 1.984 6.734 4.121
H 1.400 5.933 5.541
H 0.256 6.584 4.301
H 0.553 0.728 2.390
H 1.174 1.892 1.279
H -0.528 1.851 1.469
H -2.442 3.636 4.827
H -1.659 5.063 5.596
H -0.725 3.596 5.387
C 1.453 -1.185 -4.615
O 0.625 -2.368 -4.644
P -0.591 -2.509 -3.663
O -0.444 -1.943 -2.328
O -1.762 -1.839 -4.497
C -3.029 -1.576 -3.911
O -0.960 -4.049 -3.655
C -0.687 -4.849 -4.806
H 2.504 -1.437 -4.698
H 1.243 -0.565 -3.742
H 1.165 -0.557 -5.459
H -3.832 -1.522 -4.644
H -3.002 -0.647 -3.343
H -3.332 -2.404 -3.265
H -0.745 -4.286 -5.735
H -1.372 -5.690 -4.715
H 0.311 -5.283 -4.718

Forces on atoms 1 to 2 (eV/Å):
0.38 0.79 -0.78
-1.39 2.81 -0.39

Properties
M = 668.297 Da
charge = -2
2S+1 = 4
orbital gap (alpha / beta) = 3.67 / 5.20 eV
energy above the lowest of the compared OMol25 structures with the same formula, charge and spin = 1.8258 eV

Record 3
Here is an isolated molecule of C20H25FN4OS from OMol25. Energies are from ωB97M-V with the def2-TZVPD basis set.

Element x y z (Å)
C 5.846 1.403 1.452
C 5.635 -0.003 0.905
C 4.150 -0.328 0.751
C 3.881 -1.724 0.164
N 3.388 -1.650 -1.202
C 4.419 -1.253 -2.138
H 3.999 -1.201 -3.141
H 4.789 -0.265 -1.876
H 5.267 -1.956 -2.150
C 2.692 -2.849 -1.647
H 2.236 -3.334 -0.781
C 1.569 -2.455 -2.615
N 0.763 -1.431 -2.001
C -0.551 -1.593 -1.730
O -1.214 -2.526 -2.150
C -1.158 -0.531 -0.911
C -2.488 -0.426 -0.634
C -2.783 0.680 0.196
C -1.622 1.397 0.518
N -1.967 2.444 1.286
N -3.289 2.451 1.479
C -3.815 1.413 0.844
C -5.240 1.134 0.859
C -6.188 2.134 1.083
C -7.544 1.867 1.092
C -7.985 0.573 0.877
C -7.066 -0.439 0.653
C -5.713 -0.161 0.644
H -5.001 -0.956 0.485
H -7.405 -1.450 0.486
H -9.042 0.358 0.883
H -8.236 2.676 1.266
F -5.797 3.407 1.274
C -1.130 3.456 1.860
H -0.590 3.992 1.077
H -1.777 4.145 2.398
H -0.409 3.011 2.548
S -0.187 0.741 -0.157
H -3.199 -1.125 -1.035
H 1.305 -0.719 -1.529
H 0.922 -3.307 -2.832
H 1.983 -2.077 -3.556
H 3.366 -3.574 -2.128
H 4.795 -2.339 0.233
H 3.108 -2.215 0.760
H 3.681 -0.255 1.733
H 3.672 0.415 0.110
H 6.089 -0.727 1.587
H 6.142 -0.096 -0.057
H 6.907 1.615 1.567
H 5.368 1.511 2.423
H 5.420 2.143 0.778

Forces on atoms 1 to 2 (eV/Å):
0.10 -0.24 -0.09
-0.22 0.24 0.12

Properties
M = 388.512 Da
2S+1 = 1
orbital gap = 8.66 eV
energy above the lowest of the compared OMol25 structures with the same formula, charge and spin = 0.3544 eV

Record 4
Here is an isolated molecule of C3H4F2O from OMol25. Energies are from ωB97M-V with the def2-TZVPD basis set.

Element x y z (Å)
C -0.458 -0.704 0.365
C 0.850 -1.026 -0.298
C -0.777 0.454 -0.511
O -0.188 1.653 -0.404
F 0.789 -1.867 -1.288
F -1.466 0.436 -1.707
H -1.290 -1.492 0.259
H -0.333 -0.385 1.407
H 1.775 -0.453 -0.135
H -0.280 1.980 -1.245

Forces on atoms 1 to 2 (eV/Å):
-0.78 -0.59 -0.60
-1.07 1.58 2.07

Properties
M = 94.060 Da
2S+1 = 1
orbital gap (alpha / beta) = 8.16 / 7.72 eV
energy above the lowest of the compared OMol25 structures with the same formula, charge and spin = 3.7138 eV

Record 5
Here is a cluster of 2 separate species, C5H5FN2O2 in total from OMol25. Energies are from ωB97M-V with the def2-TZVPD basis set.

Element x y z (Å)
C 1.844 -0.425 0.480
C 0.770 -0.942 1.111
C 1.650 0.658 -0.432
C -0.600 -0.500 0.769
C -0.593 0.429 -0.389
N 0.487 1.079 -0.816
N -1.886 0.959 -0.826
O -2.857 0.478 -0.284
O -1.887 1.832 -1.649
F -0.811 -0.942 -1.901
H 2.847 -0.752 0.705
H 0.871 -1.675 1.896
H 2.503 1.203 -0.816
H -1.234 -1.362 0.520
H -1.102 -0.042 1.633

Forces on atoms 1 to 2 (eV/Å):
-0.12 -0.47 0.41
0.26 0.26 -0.33

Properties
M = 144.105 Da
2S+1 = 1
orbital gap (alpha / beta) = 8.32 / 8.32 eV
energy above the lowest of the compared OMol25 structures with the same formula, charge and spin = 4.8854 eV

Record 6
Here is the ion C4H6NO with charge -1 from OMol25. Energies are from ωB97M-V with the def2-TZVPD basis set.

Element x y z (Å)
C 0.289 0.140 -0.434
C -1.087 0.273 -0.879
C 1.377 0.219 -1.306
C 0.413 -0.328 0.935
N -0.558 -0.094 1.761
O -0.621 -0.622 2.933
H -1.892 -0.096 -0.232
H -1.237 0.407 -1.904
H 2.428 0.317 -0.932
H 0.997 0.391 -2.417
H 1.371 -0.799 1.061
H -1.479 0.192 1.413

Forces on atoms 1 to 2 (eV/Å):
-2.52 -0.20 -2.00
1.80 -0.23 2.21

Properties
M = 84.098 Da
charge = -1
2S+1 = 1
orbital gap = 6.04 eV
energy above the lowest of the compared OMol25 structures with the same formula, charge and spin = 1.5353 eV

Record 7
Here is a structure of composition C2HCuF5NO5S2 from OMol25. Energies are from ωB97M-V with the def2-TZVPD basis set.

Element x y z (Å)
N 0.516 0.411 -0.082
S 2.057 0.904 -0.293
O 2.316 1.685 -1.495
O 2.342 1.616 1.010
C 3.090 -0.666 0.079
F 2.521 -1.695 -0.585
F 4.281 -0.447 -0.535
S -0.207 0.109 1.494
O 0.859 -0.252 2.495
O -1.384 -0.760 1.534
Cu 2.709 -0.042 2.099
C -0.972 0.888 -0.705
F -0.544 1.524 -1.794
F -1.656 -0.163 -1.158
F -1.834 1.727 -0.136
O -5.323 0.530 -0.272
H -4.353 0.625 -0.131

Forces on atoms 1 to 2 (eV/Å):
-7.44 -1.23 1.06
4.03 3.86 0.20

Properties
M = 341.702 Da
2S+1 = 3
orbital gap (alpha / beta) = 8.29 / 4.95 eV
energy above the lowest of the compared OMol25 structures with the same formula, charge and spin = 1.4513 eV

Record 8
Here is a structure of composition C16H11CuN2O4S3 from OMol25. Energies are from ωB97M-V with the def2-TZVPD basis set.

Element x y z (Å)
Cu -0.102 2.155 0.007
O 1.816 1.194 3.853
C 2.085 1.549 2.576
O 2.623 2.569 2.268
C 1.733 0.448 1.608
C 1.387 -0.827 2.035
C 1.223 -1.813 1.078
C 1.464 -1.511 -0.249
C 1.796 -0.201 -0.580
N 1.875 0.771 0.322
C 2.226 0.179 -1.983
O 1.710 -0.572 -2.974
O 3.049 1.016 -2.197
H 2.003 1.983 4.383
H 1.256 -1.027 3.087
H 0.935 -2.817 1.362
H 1.403 -2.282 -1.004
H 0.877 -0.973 -2.670
S -1.531 5.221 2.960
C -0.970 4.113 1.886
S -0.452 4.440 0.271
S -0.814 2.411 2.172
C -1.162 1.535 -1.676
C -1.490 0.151 -1.432
C -1.254 -0.865 -2.394
C -1.444 -2.205 -2.121
C -1.903 -2.611 -0.865
C -2.224 -1.622 0.076
C -2.041 -0.290 -0.201
C -2.052 -3.998 -0.555
N -2.169 -5.115 -0.296
H -1.953 2.232 -1.394
H -0.791 1.739 -2.677
H -0.952 -0.551 -3.388
H -1.254 -2.953 -2.882
H -2.615 -1.923 1.041
H -2.286 0.451 0.552

Forces on atoms 1 to 2 (eV/Å):
-0.24 0.31 -0.11
0.04 0.06 -0.07

Properties
M = 455.021 Da
charge = -1
2S+1 = 2
orbital gap (alpha / beta) = 6.59 / 6.07 eV
energy above the lowest of the compared OMol25 structures with the same formula, charge and spin = 0.4707 eV

Record 9
Here is a cluster of 2 separate species, C5H14NO2 in total from OMol25. Energies are from ωB97M-V with the def2-TZVPD basis set.

Element x y z (Å)
C 0.602 0.323 -1.462
O 1.154 0.170 -2.672
C -0.940 -0.160 -1.504
C -1.477 -0.774 -0.198
C -2.034 0.257 0.816
C -0.051 0.761 2.155
N -1.406 0.170 2.121
H 1.189 -0.338 -0.762
H 0.555 1.419 -1.224
H -0.795 -0.917 -2.289
H -1.651 0.532 -1.935
H -2.272 -1.528 -0.308
H -0.690 -1.404 0.240
H -3.100 0.011 0.958
H -1.986 1.276 0.430
H -0.202 1.825 2.251
H 0.549 0.376 1.299
H 0.516 0.447 3.063
H -1.470 -0.755 2.516
H 2.775 -0.029 0.462
H 3.174 -0.871 -0.607
O 3.468 -0.677 0.294

Forces on atoms 1 to 2 (eV/Å):
-0.95 0.30 -1.60
0.40 -0.03 -0.54

Properties
M = 120.172 Da
charge = -1
2S+1 = 1
orbital gap = 6.29 eV
energy above the lowest of the compared OMol25 structures with the same formula, charge and spin = 1.7798 eV

Record 10
Here is a structure of composition C3H2IN3S from OMol25. Energies are from ωB97M-V with the def2-TZVPD basis set.

Element x y z (Å)
C -0.487 1.100 -1.050
C 1.319 -0.929 0.176
C 0.307 2.025 -0.464
N -0.768 -0.044 -0.480
N -0.107 -0.914 0.090
N 2.054 -0.091 -0.325
S 1.097 2.945 0.482
I 4.073 -0.269 -0.161
H -1.156 1.663 -1.782
H 1.659 -1.832 0.737

Forces on atoms 1 to 2 (eV/Å):
0.98 5.12 -1.39
-1.03 -2.54 1.68

Properties
M = 239.041 Da
2S+1 = 1
orbital gap (alpha / beta) = 7.32 / 7.32 eV
energy above the lowest of the compared OMol25 structures with the same formula, charge and spin = 0.0000 eV

Record 11
Here is a cluster of 3 separate species, C14H15ClF17NO6S in total from OMol25. Energies are from ωB97M-V with the def2-TZVPD basis set.

Element x y z (Å)
C 3.415 3.671 1.295
C 2.522 4.675 0.617
C 1.335 4.056 -0.068
Cl 0.176 5.285 -0.598
N 0.697 3.025 0.786
C -0.352 3.538 1.646
O -0.077 4.382 2.478
O -1.575 3.013 1.507
S 0.327 1.673 -0.093
O -0.594 1.889 -1.140
O 1.530 1.070 -0.470
F -0.281 0.772 0.956
H 4.009 3.115 0.590
H 4.113 4.180 1.936
H 2.886 2.962 1.911
H 2.218 5.472 1.271
H 3.100 5.141 -0.166
H 1.666 3.563 -0.960
H -1.816 2.863 0.578
C 2.460 -0.854 -4.226
C 1.311 0.107 -4.565
C -0.025 -0.056 -3.838
F -0.547 -1.298 -3.936
F -0.929 0.805 -4.365
F 1.128 0.128 -5.905
F 1.752 1.348 -4.211
O 2.686 -2.018 -5.010
C 2.006 -3.198 -4.816
C 1.055 -3.552 -5.969
F 0.258 -2.521 -6.302
F 0.275 -4.589 -5.587
F 1.391 -3.230 -3.616
F 2.937 -4.176 -4.803
H 3.354 -0.264 -4.417
H 2.479 -1.086 -3.161
H 0.084 0.191 -2.782
H 1.635 -3.839 -6.849
C -1.880 -1.439 2.896
C -1.834 -0.535 4.139
C -1.232 -1.085 5.436
F -1.802 -2.235 5.843
F -1.403 -0.162 6.412
F -3.061 -0.020 4.364
F -1.028 0.513 3.798
O -3.051 -2.185 2.598
C -3.336 -3.400 3.179
C -4.546 -3.361 4.125
F -4.464 -2.351 5.010
F -4.599 -4.525 4.810
F -2.246 -3.940 3.763
F -3.692 -4.227 2.175
H -1.827 -0.742 2.064
H -0.986 -2.058 2.821
H -0.159 -1.250 5.305
H -5.463 -3.239 3.544

Forces on atoms 1 to 2 (eV/Å):
0.23 -0.14 0.26
0.26 0.17 -0.17

Properties
M = 683.761 Da
2S+1 = 1
orbital gap = 11.80 eV